The following is a DFT calculation (the ωB97M-V functional and the def2-TZVPD basis) of the molecule C4H6N2O.

Properties
LUMO level (spin up / spin down) = 0.057 / 0.048 eV
M = 98.105 Da
net charge = 0
SMILES string = C/C(=C/N)N=C=O
HOMO (spin up / spin down) = -7.46 / -7.23 eV
energy above the lowest of the compared OMol25 structures with the same formula, charge and spin = 398.9 kJ/mol

Element x y z (Å)
C -0.196874 1.719775 0.717924
C 0.337093 0.556505 -0.058686
N -1.077843 -1.468371 -0.380932
C -0.119334 -0.783839 0.307892
N 1.274631 0.731563 -0.944549
C 1.669654 -0.483576 -1.504638
O 1.546963 -1.486114 -0.811300
H -1.070230 -1.377138 -1.387033
H -1.256002 -2.414622 -0.078480
H -0.093777 -1.016921 1.368279
H -0.097343 1.532032 1.791627
H -1.263740 1.864734 0.521785
H 0.346805 2.625972 0.458110

Cartesian forces, eV/Å:
-0.05 0.01 0.03
0.27 0.00 -0.29
0.24 0.04 0.04
0.22 -0.19 -0.44
-0.31 0.09 0.50
-0.08 -0.25 -0.23
-0.38 0.27 0.38
0.03 0.04 0.05
0.01 0.09 0.02
0.02 -0.02 -0.01
0.01 -0.01 -0.06
0.06 -0.01 0.00
-0.01 -0.07 -0.01

The following is a DFT calculation (the ωB97M-V functional and the def2-TZVPD basis) of C36H102CrCuN6O16P as an isolated structure in a non-equilibrium geometry.

Properties
LUMO level (spin up / spin down) = 0.122 / 0.122 eV
2S+1 = 5
expectation value of S² = 6.01
M = 1021.754 Da
net charge = 0
HOMO (spin up / spin down) = -6.36 / -8.76 eV
energy above the lowest of the compared OMol25 structures with the same formula, charge and spin = 88.6 kJ/mol

Element x y z (Å)
Cr 2.277497 -17.421688 -6.783754
Cu 1.939871 -17.946389 -11.034298
P 0.933201 -16.870775 -8.830063
O -0.065107 -17.411449 -9.849149
O 0.479583 -16.826508 -7.345248
O 1.599188 -15.485039 -9.072078
O 2.058277 -17.910542 -8.714801
C -0.276121 -21.903729 -10.945025
C -0.563326 -20.471744 -10.729461
O 0.552854 -20.027514 -9.944669
H 0.698550 -22.036277 -11.414647
H -1.067477 -22.368400 -11.533190
H -0.263734 -22.441936 -9.997251
H -1.515712 -20.315141 -10.222975
H -0.630164 -19.756059 -11.548871
H 0.302971 -19.237540 -9.459812
C 0.712588 -10.118231 -5.815794
C 0.773566 -11.547974 -5.636705
O 1.933241 -12.110961 -6.274783
H 0.493886 -9.820242 -6.841211
H 1.676101 -9.733785 -5.481221
H -0.083747 -9.621414 -5.261605
H -0.019441 -12.036293 -6.203096
H 0.673835 -11.869661 -4.600044
H 1.514390 -12.601691 -6.985670
C -0.374369 -13.746742 -11.154786
C -0.341866 -12.896289 -9.894776
O 0.722055 -13.157950 -8.955926
H 0.425208 -13.370747 -11.793068
H -1.339084 -13.586255 -11.636103
H -0.331669 -14.823298 -10.989526
H -1.280352 -13.080242 -9.371789
H -0.329030 -11.809818 -9.981444
H 1.083649 -14.042381 -9.048862
C 4.494802 -19.936939 -11.205498
C 4.301242 -19.325502 -12.647931
O 3.031360 -18.934266 -12.856147
H 5.555155 -19.980477 -10.956806
H 4.083404 -20.946314 -11.207273
H 3.993144 -19.327048 -10.454169
H 4.514893 -20.051446 -13.432448
H 4.939462 -18.480391 -12.905946
H 2.695073 -19.242386 -13.700882
C -1.904794 -13.552270 -4.785617
C -1.463908 -14.411839 -6.024023
O -0.291743 -15.155129 -5.668939
H -2.045373 -12.504077 -5.049476
H -1.162030 -13.558723 -3.987902
H -2.778105 -13.966994 -4.282197
H -1.369141 -13.840986 -6.947732
H -2.165463 -15.215648 -6.247203
H -0.028937 -15.817667 -6.312043
C 3.337023 -13.097873 -11.522422
C 2.949767 -14.459909 -12.084340
O 3.204632 -15.382043 -11.062054
H 4.400415 -12.900599 -11.657932
H 3.070449 -13.033129 -10.467505
H 2.846594 -12.254541 -12.008585
H 3.641533 -14.705274 -12.890157
H 1.962488 -14.506089 -12.543972
H 2.475961 -15.400433 -10.437318
C -3.819912 -19.720000 -7.116963
C -2.938149 -18.565127 -6.718436
C -2.810387 -18.375260 -5.212680
O -3.953613 -18.111837 -4.532935
C -3.703939 -17.782717 -3.125396
N -1.520453 -18.690918 -7.226013
H -3.982019 -19.793258 -8.192344
H -4.831239 -19.581484 -6.734683
H -3.335352 -20.620102 -6.738660
H -3.302220 -17.594735 -7.055931
H -2.173552 -17.491762 -5.168234
H -2.280321 -19.206939 -4.748513
H -3.104166 -18.423955 -2.479492
H -4.713926 -17.658168 -2.734859
H -3.199580 -16.817192 -3.087079
H -0.960762 -17.850826 -7.193000
H -1.588773 -18.815516 -8.225964
C 1.656275 -14.159942 -2.081429
C 0.596039 -15.102587 -1.552141
C -0.688459 -14.369987 -1.120909
O -1.755106 -15.285840 -0.735302
C -2.903018 -14.614098 -0.135653
N 0.384137 -15.928226 -2.694690
H 1.958368 -13.449892 -1.311580
H 1.360647 -13.780858 -3.059690
H 2.563831 -14.732092 -2.274026
H 1.023909 -15.629032 -0.698988
H -1.130515 -13.786275 -1.928346
H -0.528170 -13.654205 -0.314649
H -3.655675 -15.390756 0.000028
H -3.349259 -13.936157 -0.863219
H -2.708025 -14.110708 0.811277
H -0.535065 -16.254775 -2.432875
H 0.376177 -15.357800 -3.528143
C 5.635798 -15.127118 -2.401167
C 6.249624 -16.146342 -1.357002
C 7.462877 -17.026427 -1.816841
O 8.282615 -17.698101 -0.808182
C 7.710213 -18.755993 -0.138333
N 6.785598 -15.276237 -0.266736
H 4.678627 -14.756443 -2.034387
H 5.335440 -15.764961 -3.232450
H 6.349173 -14.351973 -2.681052
H 5.416114 -16.761205 -1.017412
H 8.273669 -16.426229 -2.229721
H 7.190433 -17.790630 -2.544757
H 8.250055 -19.143085 0.725855
H 7.446376 -19.539822 -0.848331
H 6.771609 -18.401316 0.287503
H 7.208249 -14.402004 -0.544565
H 7.623741 -15.746512 0.043817
C 3.318723 -17.942739 -2.623917
C 3.368218 -17.636439 -4.085364
C 4.154091 -18.734594 -4.931626
O 4.100856 -18.463825 -6.342679
C 4.516901 -19.524359 -7.235411
N 1.989965 -17.478772 -4.583170
H 2.663717 -18.805788 -2.504661
H 2.742737 -17.191498 -2.083569
H 4.297264 -18.260603 -2.264017
H 3.866015 -16.669129 -4.153382
H 3.768586 -19.751691 -4.860898
H 5.162607 -18.764010 -4.519165
H 5.595208 -19.672381 -7.176810
H 4.271041 -19.366519 -8.285528
H 3.962915 -20.426046 -6.974322
H 1.637124 -16.909527 -3.827143
H 1.458677 -18.325772 -4.440276
C 5.205595 -15.224265 -8.503588
C 4.777523 -15.212191 -6.984486
C 5.012696 -13.857431 -6.298757
O 4.450626 -13.670081 -4.976598
C 4.943583 -12.380477 -4.468449
N 3.326684 -15.438137 -6.818244
H 6.283040 -15.061249 -8.529122
H 4.663317 -14.446552 -9.041354
H 4.996674 -16.186849 -8.970363
H 5.455526 -15.899322 -6.478264
H 4.755857 -13.062542 -6.998962
H 6.095369 -13.770822 -6.207010
H 4.615827 -11.613741 -5.170453
H 6.026531 -12.274236 -4.404937
H 4.536558 -12.201571 -3.473249
H 2.890357 -15.256830 -7.710903
H 3.114167 -14.592461 -6.308576
C 1.990781 -22.306119 -6.738638
C 0.828266 -21.281675 -6.703512
C 0.162393 -21.357229 -5.327214
O 1.085078 -21.112085 -4.288988
C 0.475732 -21.100258 -3.063940
N 1.310033 -19.913816 -7.055480
H 2.469829 -22.271645 -7.717114
H 1.562980 -23.308637 -6.731783
H 2.690080 -22.240557 -5.905111
H 0.191191 -21.525631 -7.553638
H -0.419347 -22.278046 -5.285142
H -0.707754 -20.706517 -5.240439
H -0.313769 -21.840744 -2.935620
H 0.071542 -20.095543 -2.940312
H 1.266449 -21.288601 -2.337717
H 0.383270 -19.512473 -7.044149
H 1.566641 -19.965206 -8.030977

Cartesian forces, eV/Å:
0.28 -0.90 1.54
-0.12 -0.20 0.23
-0.36 2.11 -0.63
0.45 0.76 0.02
-0.77 -0.21 -0.06
-0.81 -1.48 -0.78
1.91 -0.96 -1.19
-0.49 -0.95 -0.78
0.52 1.44 0.97
0.12 -0.58 0.07
-0.08 -0.07 -0.14
0.14 -0.13 -0.30
0.07 0.20 0.14
-0.06 -0.19 0.50
0.04 -0.64 -0.83
-0.19 0.66 -0.16
0.01 2.31 -0.03
-0.59 -2.63 -0.95
0.06 0.24 0.61
0.51 -0.17 -0.20
-0.02 0.53 -0.17
0.01 -0.19 0.47
-0.70 0.14 0.50
0.34 0.01 0.16
0.47 -0.29 -0.68
0.17 1.05 -0.07
-0.12 -0.62 1.93
-0.63 1.88 -0.35
-0.09 -0.48 -0.33
0.02 0.24 -0.22
0.40 0.09 0.31
-0.32 -0.17 0.24
0.10 -0.01 -0.94
-0.05 -1.19 -0.15
0.12 0.50 -1.64
2.89 -1.28 0.56
-4.02 1.27 0.34
0.00 -0.02 -0.03
-0.07 0.07 0.18
-0.14 0.10 -0.04
0.53 -0.52 0.31
0.50 0.11 0.70
-0.15 0.13 0.17
0.29 -0.52 -0.59
0.19 -1.19 1.10
-0.05 2.00 1.76
-0.32 -0.09 -0.02
0.46 -0.10 -0.40
-0.32 0.12 -0.34
0.41 0.32 0.09
-0.87 0.37 0.00
-0.07 -0.24 -1.01
-0.32 0.79 -0.42
1.14 0.58 -0.19
0.54 -1.56 -1.25
0.11 -0.24 0.27
0.02 -0.05 0.00
-0.24 0.00 -0.20
0.05 -0.05 -0.19
-0.25 -0.06 0.44
-0.75 0.24 1.17
0.02 0.25 -0.24
1.04 0.92 0.13
2.00 0.16 -0.73
-1.45 -0.16 2.23
-0.97 0.98 -1.40
-1.54 -1.25 -0.04
0.43 -0.06 -0.17
0.14 -0.17 0.48
-0.34 -0.28 -0.05
-0.62 -0.04 -0.36
0.65 0.19 0.41
0.27 -0.36 -0.07
-0.05 -0.84 -0.60
0.21 -0.09 0.29
0.05 0.26 -0.06
-0.21 0.54 0.68
-0.14 -0.28 -0.38
0.73 0.26 1.07
0.64 1.74 -0.08
-1.07 -0.01 0.31
0.26 0.59 0.75
0.47 -0.99 -1.25
-0.96 -1.60 1.08
-0.15 0.65 -0.42
-0.02 0.72 0.28
-0.02 -0.25 -0.07
-0.24 -0.38 0.09
0.42 0.16 -0.44
0.35 -0.08 0.33
0.18 -0.08 0.26
0.17 0.42 0.01
0.34 -0.01 -0.05
-0.54 -0.95 -1.44
-0.73 -0.03 -0.43
0.31 -2.61 0.21
1.35 2.30 0.19
0.54 -0.43 -0.06
0.39 1.50 -0.24
-2.06 -0.19 0.21
0.08 -1.07 0.75
0.39 0.37 0.32
0.28 0.51 -0.59
-0.22 -0.08 -0.09
0.20 -0.03 0.39
-0.55 0.47 -0.49
-0.30 -0.09 -0.25
0.70 0.21 -0.46
0.14 -0.49 0.06
-0.44 -0.20 0.23
-0.64 0.30 -0.86
0.01 -0.40 0.80
-0.40 -1.65 0.14
0.38 -1.23 -1.44
-0.46 0.25 0.51
0.22 0.87 -0.59
-0.12 -0.46 0.68
0.96 0.08 -0.35
0.05 -0.47 0.04
0.79 0.43 0.22
-0.04 0.55 0.54
0.03 0.01 -0.77
-0.55 0.00 0.70
0.44 0.14 -0.44
0.03 -0.02 0.26
-0.26 0.91 0.31
0.22 -0.15 0.24
-1.16 0.95 -0.33
0.09 -0.75 -0.08
-0.16 0.37 1.71
-0.01 0.62 -0.46
1.84 0.26 -0.28
1.16 0.70 -0.52
-0.92 -0.67 -0.70
1.06 0.30 0.18
0.05 0.15 -0.27
0.14 -0.05 -0.12
-0.17 0.00 0.13
-0.59 -0.70 0.26
-0.70 0.34 0.16
0.40 0.14 0.15
-0.26 0.18 0.14
0.26 -0.65 -0.09
-0.22 -0.21 -0.18
-0.33 -0.01 -0.72
-1.33 -0.28 0.74
-0.84 -0.20 -0.46
1.99 -0.34 0.16
-0.97 0.62 -1.26
0.44 -1.07 -1.98
0.07 0.58 1.15
-0.34 -1.18 1.43
0.41 0.32 0.08
-0.10 -0.17 0.30
0.02 0.27 -0.17
-0.78 -0.57 0.51
0.79 -1.05 0.51
0.24 1.08 -0.16
-0.08 -0.16 -0.10
-0.42 0.11 0.63
-0.20 0.10 0.30
-0.23 1.29 -0.27
0.14 0.14 -0.14

The following is a DFT calculation (the ωB97M-V functional and the def2-TZVPD basis) of a 7-piece molecular cluster, C26H65N11O7 overall in a non-equilibrium geometry.

Properties
LUMO level = 0.228 eV
M = 643.876 Da
net charge = 0
SMILES string = CC1(C)CCCC(C)(C)N1O.CC1(C)CCCC(C)(C)N1O.COC[C@H](C)N.NC(N)=O.NC(N)=O.NC(N)=O.NC(N)=O
HOMO = -8.59 eV
energy above the lowest of the compared OMol25 structures with the same formula, charge and spin = 0.0 kJ/mol

Element x y z (Å)
C -1.410731 6.001899 -1.747654
C -1.886371 4.711618 -1.057688
C -3.310417 4.992100 -0.648227
O -3.899998 3.924064 -0.042784
C -3.350826 3.546975 1.208194
N -1.755504 3.588690 -2.042775
H -0.517959 5.735249 -2.313429
H -1.354906 6.729750 -0.964912
H -2.217873 6.335785 -2.411238
H -1.298169 4.497182 -0.172039
H -3.881339 5.223066 -1.590488
H -3.366911 5.863125 0.046783
H -2.391107 3.088704 1.174634
H -3.882085 2.763103 1.740009
H -3.315932 4.416978 1.893810
H -2.477235 2.953007 -1.798004
H -1.981606 3.890006 -2.976902
C 2.663068 -0.783711 -4.186906
O 3.114230 -1.246102 -5.188147
N 3.251596 0.152302 -3.413495
N 1.385974 -1.208067 -3.640944
H 3.871478 0.780892 -3.917503
H 2.720480 0.492733 -2.593536
H 1.016624 -0.530493 -2.958214
H 0.763518 -1.802082 -4.173780
C 0.991640 1.205463 -0.059568
O 1.959815 1.035517 -0.844007
N 0.769649 0.205392 0.830582
N 0.288136 2.392461 -0.042616
H 0.024000 0.304301 1.525290
H 1.350282 -0.635524 0.865092
H 0.142129 2.744701 -0.992157
H -0.473827 2.339368 0.624320
C 3.029712 4.108424 2.309008
O 3.921713 4.680990 2.915206
N 3.182360 2.908986 1.543642
N 1.686086 4.479348 2.455986
H 4.135881 2.778908 1.263927
H 2.533484 2.909074 0.725890
H 1.207306 4.372061 1.587670
H 1.614291 5.451979 2.725094
C -0.693184 0.789476 3.754369
O -1.313945 1.123845 2.718606
N -1.167248 -0.288280 4.471898
N 0.452519 1.437921 4.165622
H -1.916093 -0.788554 4.065018
H -0.603979 -0.728129 5.172712
H 0.576958 2.300463 3.622977
H 1.032728 1.086197 4.910665
C -2.464844 -1.725810 0.867595
C -3.560039 -1.092357 0.112076
C -3.071999 0.198164 -0.501373
C -2.095010 -0.066477 -1.704037
C -2.913363 -0.742932 -2.831453
C -3.523923 -2.053742 -2.307606
N -4.209047 -1.842970 -0.989348
O -4.681272 -3.036920 -0.512140
C -4.510539 -2.599182 -3.336148
C -2.325116 -3.067972 -2.244181
C -4.774693 -0.621989 1.031709
H -2.135717 -0.956512 1.591899
H -1.638119 -1.763592 0.209874
H -2.679358 -2.678635 1.317220
H -4.036721 0.750390 -0.757598
H -2.656057 0.815401 0.313949
H -1.220921 -0.574817 -1.289280
H -1.705740 0.940533 -2.000481
H -2.387735 -0.969092 -3.762751
H -3.798620 -0.138340 -3.013605
H -4.567751 -3.686338 -3.320012
H -5.479064 -2.253109 -3.010132
H -4.277061 -2.283294 -4.348984
H -1.511216 -2.512299 -1.718885
H -2.734979 -3.986784 -1.810814
H -1.992083 -3.261721 -3.278396
H -4.476359 0.163564 1.677881
H -5.279040 -1.425986 1.581224
H -5.581110 -0.364248 0.348238
H -3.971260 -3.680097 -0.356385
C 0.873935 -3.277556 0.280662
C 2.414249 -3.253534 0.401279
C 3.063045 -2.969456 -0.911805
C 4.513339 -2.606915 -0.784482
C 4.562080 -1.291245 0.013695
C 4.050496 -1.591291 1.427306
N 2.633248 -2.045307 1.267387
O 2.145211 -2.218283 2.617081
C 4.909214 -2.526506 2.219086
C 3.989207 -0.248292 2.102332
C 2.951405 -4.553723 1.024860
H 0.374037 -3.616483 1.189156
H 0.586378 -3.963513 -0.503086
H 0.521437 -2.320165 -0.012545
H 2.879337 -3.854201 -1.516278
H 2.535785 -2.089351 -1.371021
H 4.938493 -2.606696 -1.781350
H 5.093082 -3.400182 -0.306402
H 3.945660 -0.533725 -0.483241
H 5.599748 -0.971487 0.107522
H 5.104533 -3.467989 1.805841
H 5.888353 -2.126662 2.472687
H 4.418183 -2.744864 3.183712
H 3.418746 -0.276458 3.027731
H 4.949395 0.289275 2.210366
H 3.365452 0.410114 1.486110
H 2.246075 -5.279709 0.672725
H 2.841990 -4.615574 2.117479
H 3.888532 -4.936944 0.693328
H 2.339704 -3.127228 2.851806

Cartesian forces, eV/Å:
-0.61 -1.36 0.20
0.09 0.75 -1.88
0.04 1.03 -0.53
-1.26 -2.34 1.01
-0.44 0.83 0.79
0.38 0.85 1.22
0.20 0.77 0.18
0.83 0.79 0.12
0.33 -0.07 -0.19
0.31 -0.10 0.03
0.25 -0.19 0.97
0.21 -0.09 -0.49
1.24 0.02 -0.50
-0.97 0.08 -0.51
0.11 -0.21 -0.28
-0.70 -1.09 0.19
0.00 0.39 -0.24
-2.94 -0.77 1.20
0.68 -0.59 -1.46
-0.01 0.92 0.84
1.51 1.26 0.44
-0.17 -0.31 0.49
0.72 0.10 -0.65
-0.21 -0.92 -0.71
0.36 0.39 0.06
2.47 -1.86 -0.36
-1.02 0.72 -0.20
-1.77 1.18 0.49
0.34 -0.95 0.45
0.33 -0.01 -0.48
0.43 0.39 -0.20
-0.48 0.08 0.51
-0.36 0.37 -0.44
0.72 -0.81 0.44
-0.58 -0.72 -0.70
-1.21 2.06 -0.14
0.36 0.36 -0.18
0.36 -0.09 -0.08
0.81 -0.36 0.88
-0.71 -0.41 -0.57
0.15 -0.05 0.33
-0.28 -0.45 -0.48
0.71 0.25 0.98
1.27 1.32 0.19
-1.88 -0.27 -1.02
-0.53 -0.43 -0.37
0.00 -0.11 0.12
0.74 -0.54 0.73
0.01 0.46 -0.22
0.56 0.76 0.80
-2.82 1.20 -0.06
-0.62 0.83 -0.62
-0.88 2.10 0.43
-0.41 -0.20 1.56
1.73 -0.82 -0.27
1.13 0.62 -1.01
-1.18 -1.43 0.41
-0.42 -0.11 0.80
-0.49 1.37 0.05
-0.08 -2.08 -1.24
-0.28 -0.66 0.23
1.08 -0.72 -0.50
-0.07 -0.36 0.28
1.39 -0.44 -0.46
0.35 -0.26 -0.40
-0.07 -0.33 -0.46
-0.23 -0.84 -0.15
0.06 0.25 0.17
0.17 0.61 -0.41
0.12 -0.08 0.02
-0.55 0.26 -0.38
0.02 0.14 -0.02
-0.39 -1.36 -0.11
0.87 -0.06 0.14
-0.16 -0.10 0.45
0.19 0.81 0.63
0.71 -0.12 0.29
0.16 0.72 -0.10
0.28 0.30 -0.03
0.73 -1.36 -0.08
-0.60 0.85 2.13
-0.85 0.62 -0.73
0.22 0.00 -0.26
0.76 -1.61 -0.42
-0.27 1.02 -0.95
1.03 0.20 0.70
-0.71 0.06 -0.85
0.09 0.12 1.70
-0.85 1.41 0.09
-1.69 -0.16 0.11
0.11 0.21 0.09
-0.08 -0.37 -0.33
-0.31 0.90 -0.12
0.08 -0.01 -0.41
0.33 -0.90 0.14
0.14 0.71 -0.28
-0.09 0.07 0.32
0.18 -0.05 0.23
0.00 0.35 -0.06
0.16 -1.30 -0.96
0.00 0.45 -0.10
0.23 0.26 -0.21
0.47 -0.11 0.40
-0.25 -0.66 0.14
0.21 -0.11 -0.07
-0.46 -0.82 -0.15
0.37 0.05 -0.26
0.94 0.29 -0.05
0.12 -0.35 0.22

Which value of M does entry 1 give? 98.105 Da